[1]
The molecule C18H22N2O4S in a non-equilibrium geometry, computed with wB97M-V/def2-TZVPD.

ORCA input file:
```
! wB97M-V def2-TZVPD RIJCOSX def2/J DEFGRID3
* xyz 0 1
C -0.3728 1.6990 -6.2339
C 0.9873 1.9933 -5.6129
C 0.8566 2.5210 -4.1863
C 2.2172 2.8063 -3.5548
C 2.0842 3.3920 -2.1494
C 1.5324 2.3720 -1.1778
O 1.8207 1.2051 -1.1434
O 0.6876 2.9773 -0.3332
N 0.1770 2.2507 0.7568
C -0.6052 1.2713 0.5287
C -1.0588 0.5517 1.7037
C -1.7418 -0.6416 1.7393
N -1.9636 -0.9794 3.0382
C -1.4127 -0.0161 3.8448
C -0.8508 0.9408 3.0623
H -0.3488 1.8326 3.3743
H -1.5019 -0.1072 4.9079
S -2.5709 -2.4817 3.5728
O -3.3042 -3.0283 2.4763
O -3.2187 -2.2503 4.8232
C -1.0442 -3.3705 3.8180
C -0.4782 -3.3980 5.0767
C 0.7350 -4.0438 5.2515
C 1.3596 -4.6434 4.1686
C 0.7773 -4.6084 2.9106
C -0.4360 -3.9649 2.7304
H -0.9235 -3.9270 1.7694
H 1.2673 -5.0802 2.0730
H 2.3059 -5.1444 4.3065
H 1.1914 -4.0786 6.2287
H -0.9998 -2.9281 5.8951
H -2.0989 -1.2898 0.9653
C -1.0883 0.8156 -0.8140
H -2.0823 0.3855 -0.7363
H -1.1122 1.6539 -1.5102
H -0.4018 0.0656 -1.2078
H 3.0692 3.6825 -1.7759
H 1.4409 4.2722 -2.1417
H 2.7894 1.8790 -3.4936
H 2.7695 3.5085 -4.1824
H 0.3290 1.7814 -3.5804
H 0.2592 3.4365 -4.1941
H 1.5879 1.0813 -5.6042
H 1.5133 2.7309 -6.2234
H -0.9810 2.6005 -6.2665
H -0.2581 1.3259 -7.2489
H -0.9037 0.9495 -5.6509
*
```

## Properties
Frontier orbital gap: 0.33548 Eh
Energy above the lowest of the compared OMol25 structures with the same formula, charge and spin: 67.8 kcal per mole
SMILES: CCCCCC(=O)O/N=C(\C)c1ccn(S(=O)(=O)c2ccccc2)c1
E_HOMO: -0.328 Eh
M: 362.5 g mol⁻¹

***

[2]
A cluster of 7 separate species, C4H22O7 in total in a non-equilibrium geometry, computed with wB97M-V/def2-TZVPD.

ORCA input file:
```
! wB97M-V def2-TZVPD RIJCOSX def2/J DEFGRID3
* xyz 0 1
C -1.1608 3.3992 -1.2441
O -1.2654 2.5488 -0.1623
H -1.6804 3.0618 -2.1408
H -1.8010 4.2543 -1.0271
H -0.1283 3.6797 -1.4525
H -0.6234 1.8460 -0.2870
C -0.4382 -3.1848 -2.4923
O 0.2185 -2.3396 -1.5611
H -1.5226 -3.1973 -2.3827
H -0.2444 -2.9141 -3.5303
H -0.1697 -4.2399 -2.4391
H 1.0761 -2.1260 -1.9360
C -1.2398 0.6055 2.4615
C -1.9561 -0.3181 1.5238
O -3.3324 -0.0403 1.6033
H -0.1594 0.6167 2.3175
H -1.4299 0.3711 3.5088
H -1.6364 1.6045 2.2806
H -1.7649 -1.3840 1.6482
H -1.6613 -0.1484 0.4882
H -3.7996 -0.6374 1.0145
O 3.0122 1.5574 -0.6902
H 3.7940 1.0564 -0.9228
H 3.3064 2.4682 -0.6758
O 0.6644 0.6255 -0.4565
H 1.5716 0.8979 -0.5942
H 0.6596 -0.3082 -0.6674
O 1.0474 -1.9297 1.1670
H 0.5304 -2.4970 1.7389
H 0.6835 -2.0738 0.2934
O 3.3314 -0.4651 1.8815
H 2.5783 -0.9512 1.5458
H 3.5404 0.1619 1.1891
*
```

## Properties
Frontier orbital gap: 0.33821 Eh
Energy above the lowest of the compared OMol25 structures with the same formula, charge and spin: 49.8 kcal per mole
SMILES: CCO.CO.CO.O.O.O.O
E_HOMO: -0.342 Eh
M: 182.2 g mol⁻¹

***

[3]
The molecule C6H7N3 in a non-equilibrium geometry, computed with wB97M-V/def2-TZVPD.

ORCA input file:
```
! wB97M-V def2-TZVPD RIJCOSX def2/J DEFGRID3
* xyz 0 1
C 2.2397 -0.2729 -0.3957
C 1.2608 0.8090 -0.3929
C 0.6173 1.4550 0.9703
C -0.2296 0.3978 0.2401
C -0.6048 -1.0526 0.7130
C -1.9829 -1.1391 0.0358
H 1.3798 1.3681 -1.3095
H 1.1728 1.3539 1.8586
H 0.0277 2.4046 0.6953
H -0.7973 -0.8360 1.8155
H 0.0715 -2.0621 0.6132
H -2.7562 -2.0377 0.2782
H -1.1793 1.4773 -1.3702
N 2.9323 -1.2259 -0.3021
N -2.3294 -0.1100 -0.5918
N -1.4204 0.9286 -0.4782
*
```

## Properties
Frontier orbital gap: 0.35461 Eh
Energy above the lowest of the compared OMol25 structures with the same formula, charge and spin: 84.7 kcal per mole
SMILES: N#C[C@@H]1C[C@]12CC=NN2
E_HOMO: -0.326 Eh
M: 121.1 g mol⁻¹

***

[4]
The ion C4H5IN with charge +1 in a non-equilibrium geometry, computed with wB97M-V/def2-TZVPD.

ORCA input file:
```
! wB97M-V def2-TZVPD RIJCOSX def2/J DEFGRID3
* xyz 1 1
C -0.6014 -0.7876 0.0448
C -1.6997 -0.0663 0.3634
C 1.4997 1.8248 0.1017
C 0.8671 -0.4761 -0.6376
N 1.3129 0.7526 -0.2837
I -3.4375 -1.0241 1.1098
H -0.6404 -1.8491 0.0812
H -1.7501 1.0367 0.3878
H 1.9604 2.5940 0.4861
H 1.4604 -1.0688 -0.0243
H 1.0286 -0.9361 -1.6291
*
```

## Properties
Frontier orbital gap: 0.27381 Eh
Energy above the lowest of the compared OMol25 structures with the same formula, charge and spin: 26.9 kcal per mole
SMILES: C#[N+]C/C=C/I
E_HOMO: -0.466 Eh
M: 194.0 g mol⁻¹

***

[5]
The molecule C4H5NO, computed with wB97M-V/def2-TZVPD.

ORCA input file:
```
! wB97M-V def2-TZVPD RIJCOSX def2/J DEFGRID3
* xyz 0 1
O 2.1510 -0.8292 -0.3276
C 1.1797 -0.1886 -0.0686
N -0.1755 -1.1840 -0.2223
C -1.4361 -0.9976 -0.3191
C -0.3802 1.6188 0.3621
C 0.9068 1.1523 0.3383
H 0.1526 -2.1487 -0.2862
H -1.7637 0.0465 -0.2346
H -2.1077 -1.8542 -0.4546
H -0.3616 2.6871 0.6479
H 1.8346 1.6976 0.5649
*
```

## Properties
Frontier orbital gap: 0.25916 Eh
Energy above the lowest of the compared OMol25 structures with the same formula, charge and spin: 101.3 kcal per mole
E_HOMO: -0.279 Eh
M: 83.1 g mol⁻¹

***

[6]
The molecule CH2N4S in a non-equilibrium geometry, computed with wB97M-V/def2-TZVPD.

ORCA input file:
```
! wB97M-V def2-TZVPD RIJCOSX def2/J DEFGRID3
* xyz 0 1
C -0.0716 0.3454 -0.0931
H -1.5115 -0.7126 -1.1976
H 1.3729 0.2429 1.5440
N -0.8436 -0.7030 -0.4315
N -0.4102 -1.8901 0.0624
N 0.4445 -1.6515 1.0163
N 0.6844 -0.2442 0.9013
S 0.0901 1.8637 -0.6642
*
```

## Properties
Frontier orbital gap: 0.34709 Eh
Energy above the lowest of the compared OMol25 structures with the same formula, charge and spin: 8.3 kcal per mole
SMILES: S=c1[nH]nn[nH]1
E_HOMO: -0.326 Eh
M: 102.1 g mol⁻¹